Entry 1:
One molecule with the formula CH4N2OS at a distorted geometry. Source: the Open Molecules 2025 dataset; level of theory: ωB97M-V with the def2-TZVPD basis set.

Calculated values
SMILES	ON/C=N/S
net charge	0
max |F|	3.2	eV Å⁻¹
spin multiplicity	1
ΔE to the lowest compared entry with this formula, charge and spin	75.2	kcal per mole
HOMO level	-8.857	eV

XYZ file:
```
9
Properties=species:S:1:pos:R:3:forces:R:3:mulliken_charge:R:1
O 0.6884 -2.4165 0.4784 0.577 -2.137 -1.065 -0.425
N -0.4583 -1.7546 0.0406 -1.611 2.076 1.264 -0.265
C -0.0221 -0.4034 -0.2506 -0.364 -3.116 0.426 0.114
N -0.6708 0.5547 0.2260 1.286 1.836 -0.791 -0.417
S 0.1586 2.0491 -0.2902 -0.103 -1.258 -0.561 -0.130
H 0.6513 -3.1921 -0.1343 0.612 0.647 1.036 0.362
H -1.0831 -1.7118 0.8936 0.647 0.022 -1.383 0.292
H 0.9048 -0.5361 -0.8370 -0.303 1.024 0.147 0.329
H -0.4822 2.8073 0.5309 -0.742 0.906 0.927 0.140
```
Forces are in eV/Å.

***

Entry 2:
One molecule with the formula C5H6O. Source: the Open Molecules 2025 dataset; level of theory: ωB97M-V with the def2-TZVPD basis set.

Calculated values
SMILES	CC#C[C@H]1CO1
net charge	0
max |F|	0.6	eV Å⁻¹
spin multiplicity	1
ΔE to the lowest compared entry with this formula, charge and spin	65.7	kcal per mole
HOMO level	-9.505	eV

XYZ file:
```
12
Properties=species:S:1:pos:R:3:forces:R:3:mulliken_charge:R:1
C 0.3827 -2.4197 0.1987 0.050 -0.067 0.014 -1.111
C -0.3931 -1.1938 0.0453 -0.102 0.540 -0.121 0.634
C -0.8252 -0.0827 -0.1342 0.351 -0.459 0.039 -0.556
C -0.8317 1.3397 -0.4192 -0.228 -0.082 0.085 0.072
C 0.2378 2.1306 0.2089 0.030 0.203 0.285 -0.348
O 0.3213 1.7545 -1.1511 0.098 0.110 -0.214 -0.387
H 0.0067 -3.2468 -0.4062 -0.050 0.086 0.078 0.293
H 1.3940 -2.1786 -0.1458 -0.070 -0.188 0.058 0.267
H 0.4491 -2.7367 1.2421 -0.079 0.005 -0.105 0.289
H -1.7570 1.8298 -0.7166 0.145 -0.134 0.076 0.359
H 0.9087 1.6064 0.8919 -0.091 0.139 -0.193 0.239
H 0.1067 3.1972 0.3861 -0.054 -0.154 -0.003 0.248
```
Forces are in eV/Å.

***

Entry 3:
C43H43Cl3IN15O3PdS as an isolated structure. Source: the Open Molecules 2025 dataset; level of theory: ωB97M-V with the def2-TZVPD basis set.

Calculated values
<S²>	2.005
net charge	+2
max |F|	0.5	eV Å⁻¹
spin multiplicity	3
ΔE to the lowest compared entry with this formula, charge and spin	0.0	kcal per mole
HOMO level (spin up / spin down)	-12.487 / -12.488	eV

XYZ file:
```
110
Properties=species:S:1:pos:R:3:forces:R:3:mulliken_spin:R:1
Pd 0.3158 -2.1206 0.7477 0.153 -0.025 0.411 1.419
C -2.0281 2.6691 -1.3662 -0.007 0.082 0.010 0.000
N -1.6657 1.5310 -0.5312 -0.007 -0.143 0.082 0.006
C -0.8558 0.5173 -0.8168 -0.051 -0.061 -0.172 -0.013
N -0.9784 -0.4232 0.1122 0.172 0.053 0.072 0.139
C -1.9030 0.0958 0.9678 -0.088 0.015 -0.088 -0.013
N -2.3503 1.2675 0.6009 -0.098 0.067 0.095 0.003
C -2.9576 2.2684 -2.4909 -0.014 0.022 -0.002 0.000
C -3.1590 3.1400 -3.5555 0.001 -0.029 0.012 0.000
C -4.0354 2.8043 -4.5771 0.009 -0.004 0.011 0.000
C -4.7090 1.5940 -4.5565 0.018 -0.010 0.023 0.000
C -4.5033 0.7201 -3.4952 0.015 0.017 0.015 -0.001
C -3.6379 1.0623 -2.4615 -0.009 0.005 -0.006 0.000
C -5.1664 -0.5800 -3.4770 0.038 0.085 0.012 0.000
N -5.9093 -1.1166 -4.3777 0.016 0.042 -0.024 0.000
N -6.2372 -2.3796 -3.9162 -0.022 -0.032 0.030 0.000
C -5.6693 -2.5068 -2.7708 0.019 -0.074 0.052 0.000
O -4.9655 -1.4023 -2.4106 -0.056 -0.017 -0.080 0.000
C -5.6458 -3.6791 -1.8995 -0.022 -0.011 -0.050 0.000
C -6.0409 -4.9082 -2.4239 0.011 0.010 0.040 0.000
C -5.9764 -6.0392 -1.6326 0.013 0.038 0.013 0.000
C -5.5017 -5.9505 -0.3313 0.039 0.031 -0.022 0.000
C -5.1204 -4.7250 0.2042 0.004 -0.083 0.031 0.000
C -4.6834 -4.6853 1.6447 -0.107 -0.011 0.028 0.000
N -3.4003 -4.0069 1.8737 0.201 -0.067 0.003 -0.001
C -2.5278 -3.4655 1.0327 -0.043 0.112 0.043 0.001
N -1.4698 -3.0319 1.7158 0.067 -0.059 -0.207 0.099
C -1.7596 -3.3656 3.0001 -0.005 0.033 0.037 -0.009
N -2.9187 -3.9557 3.1315 -0.059 0.005 0.114 0.005
C -5.2124 -3.5823 -0.5828 -0.012 0.010 0.018 0.000
H -1.1140 3.1275 -1.7476 -0.021 -0.029 0.003 0.000
H -2.5096 3.3852 -0.6995 0.048 -0.006 0.009 0.001
H -0.2375 0.4606 -1.6958 0.061 0.014 0.035 0.000
H -2.2533 -0.4113 1.8493 0.024 0.007 0.063 0.003
H -2.6315 4.0852 -3.5887 0.012 0.031 0.001 0.000
H -4.1889 3.4889 -5.3986 -0.004 0.025 -0.025 0.000
H -5.3848 1.3162 -5.3521 -0.024 -0.010 -0.029 0.000
H -3.5152 0.3733 -1.6368 0.011 -0.001 0.014 0.000
H -6.3878 -4.9573 -3.4457 -0.013 -0.002 -0.043 0.000
H -6.2833 -6.9951 -2.0306 -0.015 -0.040 -0.014 0.000
H -5.4394 -6.8431 0.2771 -0.001 -0.032 0.025 0.000
H -4.5614 -5.7023 2.0154 -0.025 0.051 0.043 0.000
H -5.4117 -4.1868 2.2863 0.007 0.024 -0.058 0.000
H -2.6843 -3.3776 -0.0272 0.027 -0.036 -0.044 -0.001
H -1.1095 -3.1630 3.8341 0.033 -0.059 0.017 0.003
H -4.9615 -2.6086 -0.1795 0.000 0.022 0.014 0.000
Cl -2.5340 5.9632 3.1622 -0.005 0.001 0.007 0.000
C -1.0414 5.1386 2.8959 0.033 -0.069 -0.009 0.000
C -1.0530 3.8225 2.4527 -0.023 0.068 0.019 0.000
C 0.1523 3.1875 2.2181 -0.001 0.086 0.031 0.003
C 1.3752 3.8193 2.4396 -0.062 -0.130 -0.008 0.000
C 2.6690 3.0848 2.1825 0.178 -0.070 0.067 -0.001
C 2.9919 2.0260 3.2537 -0.035 0.174 -0.116 0.002
N 2.0901 0.8820 3.2143 -0.089 -0.048 0.020 0.001
C 1.0099 0.6558 4.0343 -0.037 0.031 -0.060 0.008
C 0.3648 -0.4261 3.5254 0.068 -0.128 0.156 -0.012
N 1.0522 -0.8819 2.4222 -0.305 0.226 -0.273 0.145
C 2.0711 -0.0615 2.2599 0.103 -0.035 0.043 0.008
O 2.6882 2.4152 0.9223 0.011 -0.171 0.219 0.001
C 2.2574 3.2098 -0.1797 -0.052 0.058 -0.120 -0.001
C 2.8965 4.5613 -0.2239 0.017 -0.034 -0.032 0.000
C 2.2171 5.7386 -0.3220 -0.057 0.047 0.012 0.000
Cl 0.5107 5.9361 -0.3865 -0.008 -0.006 -0.092 0.000
S 3.2401 7.1108 -0.3261 0.011 -0.064 -0.032 0.000
C 4.6221 6.1134 -0.1765 -0.042 -0.030 0.010 0.000
C 4.3005 4.7935 -0.1362 -0.012 0.110 -0.045 0.000
C 1.3461 5.1381 2.8824 -0.026 -0.005 0.080 0.001
Cl 2.8180 6.0154 3.1544 -0.004 0.017 0.084 0.000
C 0.1515 5.8051 3.1107 -0.002 -0.010 0.032 0.000
H -1.9905 3.3080 2.2958 -0.018 0.011 -0.050 0.000
H 0.1449 2.1745 1.8376 0.021 -0.118 -0.018 -0.002
H 3.4962 3.8003 2.2136 -0.108 -0.016 0.046 0.000
H 2.9045 2.4774 4.2412 0.072 0.028 -0.035 0.000
H 4.0170 1.6758 3.1294 -0.055 -0.041 -0.062 0.000
H 0.7984 1.2776 4.8848 -0.012 0.036 0.037 0.001
H -0.5089 -0.9247 3.9067 -0.034 0.055 -0.025 0.002
H 2.8181 -0.1270 1.4921 0.014 0.037 -0.068 -0.001
H 1.1701 3.3270 -0.1524 0.015 -0.003 -0.051 0.000
H 2.5160 2.6223 -1.0653 0.019 0.016 0.035 0.000
H 5.5994 6.5608 -0.1234 0.067 0.018 -0.012 0.000
H 5.0261 4.0017 -0.0318 0.081 -0.060 -0.019 0.000
H 0.1564 6.8317 3.4475 0.002 0.007 -0.002 0.000
N 3.0143 -5.4810 1.8858 0.012 -0.040 0.046 0.003
C 1.9543 -4.8486 1.3807 -0.034 -0.116 0.022 0.005
O 1.6881 -3.6906 1.6972 0.020 0.152 -0.081 0.055
C 1.0817 -5.6644 0.4544 -0.004 0.009 -0.015 -0.004
I 0.3388 -4.4773 -1.1400 -0.101 0.014 -0.182 0.064
H 3.5717 -5.0089 2.5817 -0.004 -0.010 -0.017 -0.001
H 3.2113 -6.4474 1.6870 -0.003 0.027 -0.006 0.001
H 0.2175 -6.0295 1.0073 0.020 0.021 -0.010 -0.001
H 1.6085 -6.5006 0.0039 -0.021 -0.001 0.018 0.003
C 5.8185 0.2085 -0.0849 0.044 0.012 -0.006 0.000
C 5.9481 -0.1443 -1.5628 0.020 0.006 -0.005 0.000
C 5.5234 1.0167 -2.4564 0.008 -0.003 0.013 0.000
C 5.2062 -1.4350 -1.9110 0.071 -0.005 0.003 0.001
N 3.7625 -1.3406 -1.6768 -0.185 0.133 0.052 0.002
C 2.7852 -0.9066 -2.4819 -0.059 -0.032 0.039 0.005
N 1.6460 -0.9543 -1.8292 0.106 -0.021 -0.190 0.000
N 1.9652 -1.4229 -0.6172 0.051 0.097 -0.046 0.087
N 3.2236 -1.6478 -0.5047 0.107 -0.262 0.117 -0.014
H 6.4928 1.0278 0.1623 -0.008 0.030 -0.002 0.000
H 6.0743 -0.6358 0.5555 0.000 -0.030 0.025 0.000
H 4.8045 0.5350 0.1588 -0.040 0.028 0.002 0.000
H 6.9968 -0.3744 -1.7729 -0.007 0.005 -0.001 0.000
H 4.4992 1.3326 -2.2397 -0.030 -0.003 0.008 0.000
H 5.5922 0.7623 -3.5149 0.005 -0.003 -0.031 0.000
H 6.1626 1.8823 -2.2874 0.010 0.002 0.018 0.000
H 5.5543 -2.2711 -1.3058 0.000 0.031 -0.023 0.000
H 5.3327 -1.6871 -2.9640 0.002 -0.011 0.024 0.000
H 2.9278 -0.5873 -3.4985 0.000 0.019 -0.055 0.000
```
Forces are in eV/Å.

***

Entry 4:
C27H26BiN6O8P2 as an isolated structure. Source: the Open Molecules 2025 dataset; level of theory: ωB97M-V with the def2-TZVPD basis set.

Calculated values
net charge	+1
max |F|	0.4	eV Å⁻¹
spin multiplicity	1
ΔE to the lowest compared entry with this formula, charge and spin	15.5	kcal per mole
HOMO level	-10.529	eV

XYZ file:
```
70
Properties=species:S:1:pos:R:3:forces:R:3:mulliken_charge:R:1
Bi -0.1256 -0.2093 -0.3624 -0.213 -0.194 -0.300 2.730
O -4.1221 -3.5176 2.0463 0.038 0.109 -0.100 -0.659
C -4.0824 -3.9450 0.7731 -0.058 0.050 0.078 0.474
C -4.7965 -5.1076 0.4784 0.009 -0.024 -0.051 -0.732
C -4.8239 -5.6019 -0.8067 -0.012 -0.036 0.005 -0.334
C -4.1418 -4.9561 -1.8403 0.012 0.025 0.012 -0.931
C -3.4236 -3.8187 -1.5543 -0.009 -0.060 0.005 -0.265
C -3.3693 -3.2978 -0.2527 0.070 0.064 -0.015 -0.120
C -2.5406 -2.1055 -0.0299 -0.142 -0.087 0.121 1.009
O -1.7516 -1.7253 -0.9571 0.089 0.111 0.071 -0.168
N -2.6583 -1.4790 1.1497 0.212 0.079 -0.191 -1.432
N -1.8398 -0.4038 1.2063 -0.099 -0.066 0.080 0.559
C -1.9839 0.4828 2.1097 0.037 0.190 0.053 -0.700
C -1.1632 1.7038 2.0297 -0.112 -0.185 -0.053 0.714
C -1.3236 2.7530 2.9163 0.005 0.075 0.067 -0.862
C -0.5839 3.9100 2.7157 -0.027 0.014 0.054 -0.471
C 0.2863 3.9887 1.6410 0.033 0.014 -0.029 -0.754
C 0.4056 2.8923 0.8020 0.015 -0.123 0.028 -0.567
N -0.3001 1.7810 1.0068 -0.031 0.096 0.003 0.201
H -3.6803 -2.6446 2.0881 0.041 -0.073 0.031 0.494
H -5.3317 -5.5939 1.2825 0.004 0.006 0.004 0.457
H -5.3919 -6.4995 -1.0157 0.000 0.005 0.000 0.384
H -4.1870 -5.3380 -2.8505 0.000 -0.001 0.002 0.444
H -2.8947 -3.2885 -2.3353 -0.008 -0.002 -0.003 0.415
H -2.7564 0.3824 2.8656 0.009 0.032 0.005 0.414
H -2.0237 2.6668 3.7361 0.003 0.006 -0.003 0.521
H -0.6956 4.7477 3.3912 0.001 -0.003 -0.004 0.442
H 0.8644 4.8809 1.4484 0.002 -0.005 0.002 0.484
H 1.0733 2.8788 -0.0532 -0.013 0.006 -0.004 0.638
N -0.2705 1.0811 -5.2534 0.039 -0.147 0.036 -0.052
C -0.3628 0.3476 -3.9170 0.026 0.035 -0.025 0.708
C -0.7217 -1.1051 -4.2258 0.027 0.019 0.016 -1.801
P 1.3736 0.5456 -3.2087 -0.020 0.314 -0.235 0.355
O 1.7315 -0.9441 -2.6783 0.024 -0.091 0.029 -0.439
O 2.1966 0.8969 -4.3978 -0.097 -0.025 0.110 -0.902
O 1.2795 1.3723 -1.9604 -0.100 -0.128 0.114 -0.376
P -1.7539 1.1935 -3.0135 0.029 -0.042 0.078 0.586
O -1.3600 2.7247 -3.3638 -0.181 0.081 -0.021 -0.670
O -2.9931 0.7757 -3.6761 0.054 0.125 -0.015 -0.789
O -1.5830 1.0607 -1.4977 0.158 -0.218 -0.066 -0.385
H -0.8405 0.6217 -5.9618 -0.031 0.048 -0.002 0.357
H 0.7457 1.0772 -5.4890 0.018 0.004 -0.029 0.420
H -0.5736 2.0539 -5.1550 -0.003 0.019 0.056 0.314
H 0.0188 -1.5551 -4.8925 0.000 -0.020 0.021 0.486
H -1.7115 -1.1502 -4.6825 0.001 0.009 -0.010 0.586
H -0.7584 -1.6979 -3.3119 -0.008 0.035 -0.006 0.136
H 2.2149 -1.4480 -3.3453 -0.010 -0.043 0.033 0.297
H -1.0630 3.2215 -2.5936 0.098 -0.050 -0.009 0.329
C 1.1476 -4.9069 -0.9250 -0.062 0.002 -0.013 -1.271
C 0.3531 -3.7891 -0.6410 0.015 0.036 0.028 -0.123
N 0.7699 -2.7693 0.0860 0.181 0.060 0.014 -0.029
C 2.0269 -2.8049 0.5889 -0.102 0.084 0.055 -0.211
C 2.8960 -3.8757 0.3459 0.106 -0.080 0.016 1.171
C 2.4236 -4.9416 -0.4385 0.059 -0.051 0.006 -0.701
C 4.2190 -3.8861 0.9045 -0.071 -0.033 -0.052 -0.910
C 4.6343 -2.8830 1.6961 -0.021 0.094 0.053 -0.896
C 3.7638 -1.7796 1.9945 0.103 -0.063 0.013 1.048
C 4.1633 -0.7496 2.8604 0.061 -0.020 0.017 -0.541
C 3.2962 0.2688 3.1429 -0.034 0.032 0.020 -1.227
C 2.0431 0.2625 2.5248 -0.031 -0.020 -0.027 0.045
N 1.6380 -0.6783 1.6908 0.087 0.008 -0.009 -0.139
C 2.4789 -1.7139 1.4363 -0.160 -0.007 -0.038 -0.048
H 0.7431 -5.7151 -1.5178 -0.005 0.006 0.002 0.484
H -0.6563 -3.7251 -1.0250 0.011 0.008 -0.008 0.337
H 3.0756 -5.7835 -0.6370 -0.002 0.005 0.000 0.437
H 4.8664 -4.7253 0.6844 -0.012 -0.002 -0.006 0.418
H 5.6247 -2.8915 2.1328 -0.005 0.013 0.003 0.408
H 5.1513 -0.7811 3.3029 -0.007 -0.001 -0.004 0.433
H 3.5599 1.0699 3.8186 -0.003 -0.002 -0.003 0.444
H 1.3472 1.0674 2.7268 0.013 -0.014 -0.009 0.324
```
Forces are in eV/Å.

***

Entry 5:
A 2-piece molecular cluster, C4H7IN overall at a distorted geometry. Source: the Open Molecules 2025 dataset; level of theory: ωB97M-V with the def2-TZVPD basis set.

Calculated values
net charge	+1
max |F|	5.0	eV Å⁻¹
spin multiplicity	1
ΔE to the lowest compared entry with this formula, charge and spin	96.4	kcal per mole
HOMO level (spin up / spin down)	-14.024 / -14.023	eV

XYZ file:
```
13
Properties=species:S:1:pos:R:3:forces:R:3:mulliken_charge:R:1
C 1.3631 1.9447 -0.4354 -0.715 -0.206 -0.228 0.568
C 0.5851 1.0569 -0.5956 -0.154 -0.773 -0.255 -0.665
C -1.6245 -0.1109 -0.4252 0.994 0.437 -3.775 -0.800
C -0.2104 -0.0093 -0.9200 -0.118 -1.076 0.077 -0.146
N 0.7500 -1.0176 1.4029 3.536 -1.835 -3.054 -0.645
I 0.5856 -1.3002 -2.3686 -0.615 0.649 0.816 0.373
H 1.8197 2.8473 -0.3283 1.428 1.858 0.393 0.517
H -2.0228 -1.0673 -0.8672 -0.405 1.360 1.077 0.319
H -1.6151 0.1149 0.5859 -0.247 -0.433 2.220 0.366
H -2.0480 0.8935 -0.7997 -0.044 -1.606 -0.172 0.344
H 0.4118 -1.9863 1.2345 1.054 1.035 0.607 0.253
H 1.8213 -0.8258 1.5215 -3.097 -0.997 -0.112 0.267
H 0.1842 -0.5399 1.9949 -1.619 1.588 2.404 0.249
```
Forces are in eV/Å.